Record 1
Below is a structure of composition C7H9ClFN2O3 in a non-equilibrium geometry, with properties calculated with ωB97M-V/def2-TZVPD.

The geometry in XYZ format:
```
23
Properties=species:S:1:pos:R:3:forces:R:3:nbo_charge:R:1
C 0.43849 0.70299 1.99074 -0.68 0.21 -1.91 -0.2757
C 1.63484 0.31075 1.57034 1.13 -1.55 -0.08 -0.0715
C -0.63242 1.01347 1.02474 -2.19 1.72 1.05 0.3479
C -0.54147 0.67739 -0.33934 2.81 -3.12 0.14 -0.0581
C 0.86054 -0.69801 -0.68774 -1.86 3.85 -1.62 0.2348
C 1.92717 0.05846 0.04923 1.42 1.54 0.47 0.2725
C 0.13009 -2.94988 -0.85991 -0.58 -2.83 -1.20 -0.3099
N -1.25169 1.03375 -1.35863 -0.81 1.40 -2.35 0.4030
N -1.71467 1.66817 1.55153 2.11 -1.40 -0.93 -0.6724
O -2.10535 2.11717 -1.16327 -0.93 -0.35 -1.02 -0.5367
O -1.21637 0.70134 -2.56245 0.45 -0.49 2.15 -0.3758
O 0.67348 -1.82975 -0.14602 -0.74 -3.25 1.24 -0.4775
F 3.15123 -0.53094 -0.09964 -0.53 -0.85 0.56 -0.3141
Cl 2.20220 1.61271 -0.82203 -0.42 0.21 0.32 0.0017
H 0.19421 1.02263 2.96687 0.16 -0.18 1.17 0.2436
H 2.42996 -0.00635 2.33281 -0.95 0.88 -1.49 0.2807
H 0.79975 -0.61368 -1.79682 0.51 -0.08 0.75 0.2476
H -0.99587 -2.93219 -1.01163 1.40 0.92 -0.35 0.2144
H 0.16389 -3.89224 -0.24405 0.61 1.36 0.10 0.2328
H 0.74536 -3.29531 -1.80430 -1.28 1.47 1.61 0.2261
H -2.34427 2.13962 0.94151 -0.65 0.03 -0.41 0.4368
H -2.59839 2.11182 -2.05410 0.80 0.23 1.49 0.5258
H -1.95069 1.57807 2.52219 0.21 0.29 0.34 0.4239
```
Forces are in eV/Å.

Values from the calculation:
electronic energy: -31754.5165 eV
E_HOMO (spin up / spin down): -13.72 / -13.72 eV
spin multiplicity: 1
net charge: +1

Record 2
Below is a cluster of 2 separate species, C7H9ClO in total in a non-equilibrium geometry, with properties calculated with ωB97M-V/def2-TZVPD.

The geometry in XYZ format:
```
18
Properties=species:S:1:pos:R:3:forces:R:3:nbo_charge:R:1
C -2.52016 3.83180 0.98685 -3.10 0.19 -1.56 0.4794
C 0.50146 -1.88191 0.33248 -0.03 -1.40 -2.26 -0.4217
C 1.68403 -0.95821 -0.01238 -1.02 -0.37 -1.14 -0.4041
C -0.75972 -1.30698 -0.42021 1.74 1.21 -3.74 -0.3786
C 1.07963 0.40082 -0.32305 1.96 1.47 -1.05 -0.2394
C -0.41696 0.23797 -0.58318 0.85 -3.03 -0.83 -0.2440
C 0.00177 1.02480 0.54898 1.15 0.79 1.49 -0.2243
O -3.28321 3.56083 0.16532 1.68 0.60 1.90 -0.5262
Cl -0.42549 2.75535 0.40003 1.83 -0.86 -0.27 -0.0171
H 0.00193 0.79373 1.61939 -0.53 -0.39 -0.53 0.2319
H 0.80334 -2.94325 0.06021 -0.75 1.16 0.10 0.2187
H 0.19744 -1.95153 1.32955 0.07 0.27 1.89 0.2075
H 2.50855 -0.92428 0.64999 0.54 -0.03 1.31 0.2170
H 2.17503 -1.35240 -0.94841 -0.73 0.52 0.56 0.2079
H -0.98508 -1.68019 -1.56380 0.99 0.57 2.82 0.2050
H -1.69280 -1.37043 0.04479 -1.26 -0.57 1.19 0.2115
H 1.92295 1.04182 -0.84640 -2.58 -0.77 0.66 0.2367
H -0.79272 0.72207 -1.44015 -0.81 0.66 -0.54 0.2397
```
Forces are in eV/Å.

Values from the calculation:
electronic energy: -21972.2296 eV
E_HOMO: -9.62 eV
spin multiplicity: 1
relative energy (zero: lowest compared OMol25 entry of this formula, charge and spin): 2.640 eV